1.
{
  "formula": "C4H10N2O2",
  "method": "the ωB97M-V functional and the def2-TZVPD basis",
  "elements": ["O", "O", "N", "N", "C", "C", "C", "C", "H", "H", "H", "H", "H", "H", "H", "H", "H", "H"],
  "xyz": [[0.208879, 2.432893, -3.732727], [-0.423516, 0.004447, 1.409529], [-0.080209, 2.843734, -1.518359], [1.228935, -1.139271, 2.420111], [0.035468, 0.555887, -2.265562], [0.021726, 2.020527, -2.607253], [-0.028581, -1.037115, 1.889734], [-0.828994, -2.311234, 1.924024], [1.511197, -1.815475, 3.106155], [-0.226757, 2.432486, -0.611831], [-1.775872, -2.134645, 1.443954], [-0.326692, -3.101906, 1.369913], [1.806973, -0.314516, 2.371098], [0.319032, -0.097228, -3.091633], [0.872420, 0.350906, -1.581376], [-1.049821, -2.650801, 2.935640], [-0.857754, 0.181269, -1.773528], [-0.406433, 3.780042, -1.687889]],
  "forces_ev_per_a": [[-0.397, 0.174, -0.009], [-0.090, 0.007, -0.327], [-0.269, -0.103, -0.143], [0.398, 0.403, -0.053], [1.055, -0.998, 0.344], [0.585, -0.257, -0.070], [0.368, -0.156, 0.505], [-0.328, -0.062, -0.121], [-0.261, -0.296, -0.173], [-0.193, 0.066, 0.008], [-0.341, 0.156, -0.192], [0.165, -0.045, 0.135], [-0.171, 0.054, 0.064], [-0.529, 0.440, -0.406], [-0.283, 0.356, 0.289], [0.267, 0.007, 0.085], [-0.171, 0.178, -0.030], [0.195, 0.075, 0.094]],
  "homo_lumo_gap_ev": 10.14,
  "e_above_lowest_kcal_mol": 11.39,
  "e_tot_ha": -418.44281,
  "smiles": "CC(N)=O.CC(N)=O",
  "mol_weight_g_mol": 118.14,
  "e_homo_ev": -9.52
}

=====

2.
{
  "formula": "C10H21ClO2P",
  "method": "the ωB97M-V functional and the def2-TZVPD basis",
  "elements": ["Cl", "P", "O", "O", "C", "C", "C", "C", "C", "C", "C", "C", "C", "C", "H", "H", "H", "H", "H", "H", "H", "H", "H", "H", "H", "H", "H", "H", "H", "H", "H", "H", "H", "H", "H"],
  "xyz": [[-4.626381, -1.601811, -2.802386], [-2.192309, 0.037295, 1.309015], [5.657380, -0.995948, -0.605189], [4.231714, 0.252705, 0.504236], [2.164621, 1.409420, 0.292284], [-3.515409, -1.167978, -1.474407], [-4.309657, -1.080925, -0.152486], [4.038081, -2.187270, 0.544981], [-3.908513, 0.110573, 0.719192], [1.011570, 1.810781, -0.628841], [3.371717, 0.875435, -0.453242], [4.732309, -0.944470, 0.064288], [-0.308811, 1.806500, 0.183188], [-0.897333, 0.382597, 0.085536], [-0.084406, -0.306968, 0.303735], [0.917605, 1.040904, -1.391699], [1.153102, 2.769352, -1.107668], [-0.100938, 2.071420, 1.211534], [2.502659, 2.300599, 0.818099], [-2.082839, 0.886730, 2.419162], [3.082815, 0.172915, -1.235479], [4.031825, -2.168860, 1.631205], [-4.148469, 1.066484, 0.266048], [-4.524627, 0.045357, 1.613688], [-5.346058, -1.004675, -0.441895], [-4.194960, -2.004906, 0.399350], [-0.989511, 2.494634, -0.308306], [3.021314, -2.282815, 0.180097], [-1.990715, -1.269116, 1.778279], [-2.707050, -1.880575, -1.421723], [3.892556, 1.693159, -0.937053], [-1.197944, 0.189829, -0.934846], [1.855934, 0.686523, 1.041747], [-3.175613, -0.171657, -1.722374], [4.636340, -3.035238, 0.251929]],
  "forces_ev_per_a": [[0.298, -0.241, 0.026], [-0.400, -0.116, -0.639], [4.292, 0.041, -3.207], [-0.704, 0.208, 0.231], [0.349, 0.745, -0.522], [-1.058, 0.424, 0.248], [0.771, -0.132, -0.779], [0.116, 0.174, 0.700], [-0.233, -0.505, 0.414], [-0.322, -0.725, 0.905], [-0.104, 0.063, 0.308], [-3.159, -0.501, 2.300], [0.154, -0.280, -1.181], [0.571, 0.490, 0.746], [0.023, -0.303, 0.143], [-0.017, 0.108, -0.445], [0.192, 0.170, -0.091], [-0.158, 0.311, 0.221], [-0.089, -0.001, 0.372], [0.189, -0.097, -0.142], [-0.057, -0.217, -0.032], [-0.268, 0.041, 0.201], [0.271, 0.222, -0.201], [0.026, 0.171, 0.333], [-0.388, 0.231, 0.285], [-0.070, -0.244, 0.208], [-0.278, 0.284, 0.411], [-0.175, 0.088, -0.063], [-0.089, 0.175, 0.110], [0.262, -0.139, -0.196], [0.243, 0.129, -0.179], [-0.430, -0.164, -0.062], [-0.115, -0.257, 0.062], [0.363, 0.087, -0.206], [-0.004, -0.239, -0.280]],
  "homo_lumo_gap_ev": 9.29,
  "e_tot_ha": -1345.36756,
  "total_charge": 1,
  "mol_weight_g_mol": 239.70,
  "e_homo_ev": -12.56
}

=====

3.
{
  "formula": "C10H20FIO3P",
  "method": "the ωB97M-V functional and the def2-TZVPD basis",
  "elements": ["I", "P", "F", "O", "O", "O", "C", "C", "C", "C", "C", "C", "C", "C", "C", "C", "H", "H", "H", "H", "H", "H", "H", "H", "H", "H", "H", "H", "H", "H", "H", "H", "H", "H", "H", "H"],
  "xyz": [[1.453943, -1.903880, 2.819757], [-0.006444, 0.026899, 0.573030], [-0.381736, 4.149135, 0.693413], [0.215660, -3.532951, -0.335822], [-2.568462, -3.889038, 0.945594], [-2.008618, -2.905258, -1.186759], [-0.516414, 2.303187, -1.182253], [-1.297884, 3.324320, -0.128570], [-4.014710, -1.780787, 0.290842], [1.681149, -0.803793, 0.890463], [-0.118500, -0.993154, -1.064428], [-0.596330, -2.564973, -0.809769], [0.728271, 1.465472, -0.443164], [2.937055, 0.222663, 1.125330], [-2.827167, -2.915269, 0.038718], [3.934523, 0.368253, -0.209779], [-0.001899, 2.990469, -1.997794], [-1.322912, 0.568280, 0.303060], [3.630882, -0.289810, 1.950759], [1.298535, 2.283641, 0.196175], [0.909709, -1.006917, -1.669935], [2.640273, 1.269654, 1.582012], [-5.015696, -2.292091, -0.101304], [-3.799370, -0.756062, -0.259966], [-0.632431, -1.043983, 1.341504], [3.305732, -0.064829, -1.127595], [1.995157, -1.623687, 0.116922], [1.459369, 1.152931, -1.303033], [4.897765, -0.315144, -0.125186], [-4.084958, -1.608262, 1.466599], [0.124143, 0.830616, 1.783013], [-1.289252, 1.599744, -1.710790], [4.228566, 1.507135, -0.411591], [-2.060222, 2.707077, 0.544802], [-0.909904, -0.544398, -1.833926], [-1.987822, 4.064810, -0.760327]],
  "forces_ev_per_a": [[0.249, 0.208, -0.643], [-0.389, 0.151, 0.664], [-1.714, -1.688, -1.596], [-5.626, 6.315, -3.219], [-2.124, 6.554, -5.876], [0.015, 1.375, 3.390], [1.235, 1.161, 0.493], [-1.187, -0.565, -1.019], [0.446, -0.782, -0.129], [2.783, 0.039, 0.198], [-1.193, -2.572, -3.508], [5.105, -3.590, 1.738], [0.206, 2.448, -1.791], [1.769, -0.777, 0.777], [1.796, -4.746, 4.359], [-0.962, -0.211, -0.349], [-1.211, -1.299, 1.487], [-0.368, 0.070, -0.007], [-1.510, 1.267, -1.723], [-1.192, -1.760, -1.200], [-2.191, -0.325, 1.421], [0.301, -2.221, -1.134], [2.139, 1.262, 0.839], [-0.336, -2.371, 1.078], [-0.182, 0.010, -0.252], [1.538, 1.183, 1.765], [-0.554, 1.449, 1.651], [-1.285, 0.560, 1.498], [-1.983, 1.562, -0.011], [0.251, -0.533, -2.724], [0.055, -0.086, 0.187], [1.336, 1.396, 1.204], [-0.593, -2.620, 0.357], [2.146, 1.385, -0.985], [1.500, -0.963, 1.663], [1.733, -1.285, 1.394]],
  "homo_lumo_gap_ev": 7.44,
  "e_above_lowest_kcal_mol": 146.64,
  "e_tot_ha": -1357.37800,
  "total_charge": -1,
  "mol_weight_g_mol": 365.14,
  "e_homo_ev": -4.47
}